Below is C38H29BaCl2F3O11P3SSb as an isolated structure, with properties calculated with ωB97M-V/def2-TZVPD.

Its highest occupied orbital energy is -0.0972 Ha. The LUMO energy comes out at 4.1 eV. For the HOMO-LUMO gap, the calculation gives 6.704 eV. Its total charge is -2.

Structure (XYZ):
```
89
Properties=species:S:1:pos:R:3:forces:R:3
Ba 0.0172 1.8929 -0.8334 0.229 -2.239 -2.458
Sb 1.1038 0.9187 2.1206 1.048 0.000 0.677
Cl 1.2643 1.6896 -7.1254 0.113 -0.333 0.250
Cl 1.5322 -0.8352 -2.2542 0.032 0.086 0.052
S 0.6542 1.8084 -3.9814 0.138 -0.121 -0.051
P -1.8407 3.2934 1.6027 1.124 -0.576 0.412
P -0.3821 4.9439 -0.4055 -0.254 -0.283 0.130
P -2.0235 -0.3918 -2.0742 -0.269 0.336 -0.150
F -1.2076 -1.3633 7.4385 0.006 -0.008 -0.003
F 5.2876 4.6703 4.9391 -0.002 0.000 -0.001
F 1.3879 -5.8311 4.0075 -0.005 -0.011 0.000
O 3.4045 -0.9367 2.6120 -0.005 0.068 0.183
O -0.0397 6.3612 -0.4523 -0.049 0.305 -0.001
O -0.8813 4.1558 -1.5892 0.661 0.406 0.448
O -0.3091 -0.8308 0.2161 -0.256 -0.033 0.085
O -1.2878 -2.7023 0.9795 0.051 -0.203 0.078
O -1.5089 4.6388 0.7695 -0.311 0.172 0.278
O -1.9240 2.0922 0.7072 -0.642 0.417 0.179
O -0.7793 3.1851 2.6791 -0.259 0.086 -0.491
O 2.7373 -0.2542 1.5537 -0.709 -0.185 0.085
O 0.9163 4.0759 0.2892 -1.590 0.305 0.099
O -3.2956 3.5441 2.2047 -0.137 0.416 0.033
C -4.8519 -0.3946 -2.5429 -0.021 -0.032 0.004
C 0.3911 0.0585 3.9288 -0.101 -0.131 0.089
C 0.6914 -0.8218 6.1613 0.058 0.023 -0.030
C 2.8541 -2.1691 2.8689 0.054 0.147 -0.156
C -1.6452 -1.5536 -3.4331 0.075 -0.159 0.131
C -0.6815 -0.8980 6.2755 -0.013 -0.041 0.073
C 1.8718 -4.6162 3.6209 -0.021 0.006 -0.004
C -1.1629 -1.8849 -5.7762 -0.005 -0.040 0.023
C -5.9772 1.3961 -3.6895 -0.010 -0.035 0.018
C -2.4723 -1.4409 -0.6482 0.141 0.041 0.014
C 2.6756 -1.8389 -5.9102 0.049 -0.059 -0.066
C -3.6321 0.2646 -2.6765 0.051 -0.015 -0.033
C -6.0184 0.1677 -3.0395 0.007 0.019 -0.012
C -3.6042 1.5031 -3.3172 -0.026 -0.006 0.067
C -4.7687 2.0612 -3.8282 0.011 0.006 -0.021
C 2.4223 -1.8290 -4.5504 -0.043 0.047 0.110
C 4.7332 3.2187 3.1680 -0.053 -0.045 -0.070
C 1.8236 -0.7261 -3.9658 0.072 -0.053 -0.136
C -0.9928 -0.0451 4.0828 0.211 -0.052 -0.051
C -0.8156 -3.2081 -5.5268 -0.021 0.055 -0.003
C 2.3156 -0.7366 -6.6673 0.000 0.043 -0.168
C -1.2453 -1.6991 0.2653 0.201 0.295 -0.085
C 3.1352 3.7134 4.9126 -0.083 -0.046 -0.004
C -1.2929 -2.8791 -3.1899 0.030 -0.014 -0.029
C -1.5693 -1.0628 -4.7370 0.046 -0.022 -0.026
C 3.7986 2.3866 2.5601 -0.040 0.023 0.099
C 2.2139 2.8785 4.2905 0.035 0.011 -0.139
C 1.4368 0.4259 -4.6846 -0.271 0.297 0.117
C 4.3766 3.8603 4.3337 0.049 0.012 0.007
C 1.7136 0.3522 -6.0665 -0.058 0.144 -0.102
C 3.0015 -4.1310 4.2481 0.075 0.055 0.018
C 2.5329 2.1979 3.1134 -0.072 0.091 0.290
C 3.4947 -2.8927 3.8669 0.105 -0.087 0.124
C 1.2293 -3.9129 2.6290 0.017 0.106 -0.074
C 1.7322 -2.6750 2.2366 -0.112 -0.078 -0.102
C -0.8819 -3.7019 -4.2329 -0.009 0.033 0.028
C 1.2274 -0.3302 4.9803 -0.181 0.089 -0.188
C -1.5398 -0.5222 5.2679 -0.016 0.017 -0.095
H 0.4528 3.6294 1.0416 1.060 0.692 0.524
H -1.6520 0.2498 3.2749 0.001 0.012 -0.019
H -1.3090 -3.2703 -2.1792 -0.005 0.000 0.000
H -3.1733 -0.8477 -0.0524 0.016 0.027 -0.017
H -2.6086 -0.6109 5.4060 -0.003 0.007 -0.001
H 1.2297 -2.1277 1.4495 -0.042 0.020 0.036
H 0.3333 -4.2875 2.1535 -0.038 0.009 0.003
H -6.9613 -0.3536 -2.9224 -0.002 0.000 -0.001
H 1.2267 2.7685 4.7241 -0.003 -0.002 0.000
H -0.4688 -3.8406 -6.3353 -0.014 -0.001 -0.002
H -2.6642 2.0384 -3.4049 0.009 -0.001 -0.025
H -4.8897 -1.3576 -2.0467 -0.001 0.004 -0.001
H 1.3193 -1.1388 6.9833 -0.001 -0.001 0.001
H -3.2957 4.3131 2.7865 0.001 -0.039 0.024
H -1.7872 -0.0192 -4.9319 0.000 -0.004 -0.008
H 2.4933 -0.7102 -7.7352 0.000 -0.020 0.019
H -0.5977 -4.7269 -4.0248 0.003 0.004 -0.001
H -6.8878 1.8347 -4.0800 -0.001 0.000 0.003
H -2.9527 -2.3875 -0.8954 -0.022 -0.001 0.008
H 2.9007 4.2438 5.8262 -0.009 0.009 -0.005
H 3.4817 -4.7152 5.0223 -0.001 0.012 0.004
H 2.6744 -2.6773 -3.9276 0.003 0.010 -0.007
H 4.3750 -2.4736 4.3391 -0.013 -0.010 0.011
H 5.7185 3.3724 2.7478 -0.001 -0.006 0.001
H -4.7269 3.0221 -4.3258 -0.004 0.007 0.015
H 4.0717 1.8617 1.6532 0.002 -0.011 -0.004
H 3.1411 -2.6982 -6.3759 -0.004 0.007 -0.004
H 2.3016 -0.2494 4.8769 0.012 0.026 -0.009
H -1.0896 -1.4815 -6.7788 0.016 0.005 0.004
```
Forces are in eV/Å.

Atomic partial charges in e from the Löwdin method, atoms 1 to 4: Ba 1.60; Sb 1.61; Cl 0.58; Cl 0.69